Entry 1:
37
Properties=species:S:1:pos:R:3 method="wB97M-V/def2-TZVPD" multiplicity=1 de_lowest_kcal_mol=35.2 homo_lumo_gap_ha=0.19260 charge=+1
Al -0.84 0.85 0.31
O -2.78 1.65 2.14
O -1.77 -0.34 -2.21
O -0.08 -1.89 0.07
O 1.43 0.82 -1.56
O -0.62 3.61 0.16
O 1.93 1.06 1.26
N -3.87 0.47 3.75
N 1.79 -1.44 -1.84
N 2.59 0.00 -3.33
N -3.21 2.64 4.14
N -1.46 -2.56 -2.32
N -2.77 -1.61 -3.83
N 3.53 -0.43 0.80
N 3.95 1.19 2.30
C -3.23 1.59 3.28
C 3.10 0.68 1.38
C -1.90 -1.40 -2.83
C 1.85 -0.14 -2.22
H 2.94 -1.06 0.28
H 0.02 -2.69 0.61
H -3.32 -0.82 -4.13
H 0.23 3.78 0.61
H -2.58 3.41 4.04
H 1.18 -1.70 -1.06
H -4.01 -0.28 3.10
H -1.41 -3.32 -2.98
H 2.93 -0.80 -3.83
H 3.58 1.93 2.87
H 4.86 0.76 2.34
H 2.49 0.85 -3.86
H -2.78 -2.48 -4.33
H 4.44 -0.76 1.08
H -0.75 -2.54 -1.60
H -4.17 0.67 4.69
H -3.58 2.47 5.06
H 2.29 -2.15 -2.35

Entry 2:
147
Properties=species:S:1:pos:R:3 method="wB97M-V/def2-TZVPD" multiplicity=1 homo_lumo_gap_ha=0.27109 charge=+1
O -2.69 -0.76 2.44
O -6.34 -0.72 -0.63
O -5.69 1.08 -1.86
N -7.21 0.81 3.18
C 10.37 -5.98 -4.14
C -0.78 -2.57 -3.88
C -4.79 3.89 1.79
C 7.73 2.75 0.98
C 8.81 4.52 -2.15
C -10.62 0.03 5.54
C -9.60 -0.72 7.79
C -5.78 2.89 1.19
C -7.24 3.38 1.19
C 5.19 -0.26 -0.79
C -0.39 -0.05 -4.02
C -1.04 1.51 -1.39
C 12.50 -7.02 -5.09
C -1.41 -1.18 -3.97
C 0.52 0.06 -2.79
C -8.18 2.66 2.14
C -2.64 2.97 2.88
C 9.03 -3.86 -5.98
C 11.85 -5.79 -4.47
C 9.51 -5.23 -6.44
C -3.10 0.56 2.16
C 7.69 3.48 -2.07
C 9.48 -6.28 -5.34
C 3.88 -0.93 -0.39
C 8.34 5.90 -2.59
C 5.29 -1.27 -3.16
C -8.01 0.38 0.77
C -3.28 -1.69 1.57
C 6.38 -2.29 -2.83
C -6.90 -0.67 0.68
C -8.15 1.12 2.11
C -9.79 0.41 6.77
C 7.80 -1.74 -3.02
C -7.08 1.74 4.05
C 6.60 3.81 -1.05
C -5.53 0.35 -0.89
C -9.99 -1.08 4.71
C -3.33 3.46 1.59
C -7.85 2.93 3.65
C 7.08 4.00 0.39
C -10.89 -1.31 8.34
C -2.17 1.51 2.87
C -0.22 0.23 -1.46
C 5.31 -0.01 -2.29
C -11.75 -0.30 9.09
H 5.26 0.70 -0.28
H -4.69 0.45 -0.19
H 8.63 2.47 0.44
H -1.54 -3.34 -3.89
H -9.00 -0.33 8.62
H -6.69 -0.05 3.32
H -10.64 -2.13 9.01
H 6.03 -0.86 -0.44
H 8.54 -2.52 -2.82
H -3.27 2.74 0.79
H 9.75 -7.25 -5.77
H 8.00 -0.91 -2.35
H -9.13 0.84 2.51
H 1.20 0.90 -2.93
H -1.84 1.52 -2.13
H 8.01 -3.91 -5.59
H -2.13 1.17 3.91
H 11.97 -4.93 -5.14
H -8.95 -0.12 0.58
H -4.97 4.87 1.35
H -7.25 4.43 1.50
H -9.18 3.03 1.96
H -5.48 2.74 0.15
H -12.64 -0.78 9.50
H 3.78 -1.93 -0.83
H -4.35 -1.49 1.45
H -2.79 4.34 1.23
H -11.20 0.13 9.92
H -10.73 0.92 4.92
H -3.01 0.69 1.07
H 6.22 4.27 1.00
H 5.39 -0.97 -4.21
H -10.59 -1.28 3.82
H 12.38 -5.53 -3.55
H -7.64 3.37 0.18
H -2.03 -1.13 -4.87
H 8.45 -6.40 -4.99
H -2.09 -1.03 -3.12
H 8.01 2.93 2.02
H -3.26 3.16 3.75
H -6.08 -0.48 1.38
H -1.16 1.42 2.50
H -9.92 -2.02 5.27
H -5.67 1.96 1.73
H -7.29 3.86 3.74
H 7.04 1.91 0.96
H 12.42 -7.88 -4.42
H 7.95 -1.40 -4.05
H 7.23 3.38 -3.05
H 4.32 -1.76 -3.08
H -4.15 0.71 2.44
H -9.00 -1.52 7.34
H -1.75 3.59 3.03
H -11.63 -0.25 5.84
H 10.52 -5.14 -6.86
H 7.64 6.33 -1.87
H -8.99 -0.80 4.39
H -10.26 1.27 7.26
H -8.80 0.75 6.44
H -0.86 -0.64 -1.27
H 6.25 -3.16 -3.48
H 0.52 0.24 -0.65
H 6.06 4.71 -1.37
H 4.48 0.64 -2.61
H 10.00 -5.09 -3.62
H -6.47 1.63 4.94
H -0.42 2.39 -1.54
H 7.77 4.84 0.44
H 6.27 -2.65 -1.81
H -1.51 1.60 -0.40
H -7.90 1.12 -0.02
H 1.15 -0.83 -2.72
H 8.87 -5.57 -7.27
H -0.20 -2.69 -2.96
H 9.56 4.16 -2.87
H 5.86 3.00 -1.08
H 13.57 -6.84 -5.27
H -11.48 -1.76 7.53
H 7.84 5.85 -3.56
H 9.18 6.59 -2.68
H -0.91 0.90 -4.17
H 12.05 -7.28 -6.04
H 9.03 -3.15 -6.81
H -5.00 4.01 2.85
H -3.17 -2.68 1.99
H 8.13 2.51 -1.84
H -7.31 -1.65 0.88
H -2.82 -1.65 0.58
H 9.33 4.59 -1.19
H 6.22 0.55 -2.48
H -0.11 -2.74 -4.72
H -8.79 2.95 4.20
H 3.82 -1.05 0.70
H 0.25 -0.18 -4.90
H 3.02 -0.33 -0.71
H 10.28 -6.81 -3.42
H 9.67 -3.45 -5.20
H -12.09 0.51 8.45

Entry 3:
22
Properties=species:S:1:pos:R:3 method="wB97M-V/def2-TZVPD" multiplicity=1 de_lowest_kcal_mol=106.9 homo_lumo_gap_ha="0.31727 / 0.31730" charge=+1
N -0.12 -0.38 0.71
C -1.21 1.92 0.09
C -1.00 0.51 -0.26
C 1.05 0.11 -0.09
C 2.21 0.78 0.50
C 2.36 -0.54 -0.26
C -1.68 -0.13 -1.35
C -0.43 -1.86 0.66
H 2.62 -1.51 0.22
H -1.34 0.28 -2.32
H -1.58 2.30 -0.84
H 2.56 1.68 0.20
H -0.23 2.19 0.54
H -1.43 -1.96 0.98
H 2.27 0.70 1.59
H -1.68 -1.22 -1.39
H -0.34 -0.09 1.68
H -2.72 0.26 -1.24
H 2.88 -0.36 -1.17
H -2.08 2.02 0.87
H 0.44 -2.41 1.20
H -0.53 -2.30 -0.31

Entry 4:
38
Properties=species:S:1:pos:R:3 method="wB97M-V/def2-TZVPD" multiplicity=1 de_lowest_kcal_mol=4.7 homo_lumo_gap_ha=0.28192 charge=-1
I -11.94 5.31 -2.95
Sc -13.49 6.54 -0.01
Cl -14.86 5.56 2.44
Cl -12.33 12.24 1.43
Cl -8.93 3.39 2.66
Cl -15.37 12.81 1.80
Cl -14.06 3.46 4.65
Cl -16.61 7.65 0.69
Cl -11.05 2.46 4.77
Cl -9.76 5.43 0.39
Cl -17.49 10.52 1.46
Cl -11.33 9.25 0.87
O -14.89 6.62 -1.69
O -14.23 2.46 -0.04
N -14.38 4.70 -0.65
C -12.27 5.36 1.54
C -10.93 4.91 1.55
C -13.22 4.95 2.49
C -15.43 3.07 -2.12
C -15.01 5.35 -1.63
C -15.78 10.19 1.21
C -15.81 4.50 -2.60
C -14.00 8.64 0.69
C -13.04 9.64 0.93
C -11.53 3.56 3.52
C -10.58 4.02 2.58
C -14.84 11.21 1.39
C -13.47 10.94 1.24
C -15.38 8.89 0.89
C -12.87 4.03 3.48
C -11.91 7.06 -1.66
C -14.64 3.31 -0.80
H -16.90 4.72 -2.45
H -16.26 2.40 -1.93
H -15.56 4.70 -3.64
H -14.78 2.55 -2.84
H -12.34 7.86 -2.29
H -10.86 7.26 -1.45

Entry 5:
15
Properties=species:S:1:pos:R:3 method="wB97M-V/def2-TZVPD" multiplicity=1 de_lowest_kcal_mol=21.9 homo_lumo_gap_ha=0.34090
I 2.37 0.52 -0.33
S -1.68 0.81 -0.23
O -1.28 0.87 -1.65
N -0.52 -0.27 0.41
C 0.57 -0.79 -0.46
C 0.89 -2.24 -0.11
C -0.81 2.32 0.54
H 0.34 -0.74 -1.60
H 0.13 2.37 -0.09
H -0.60 2.21 1.56
H 1.03 -2.33 0.93
H -1.39 3.21 0.36
H 1.74 -2.66 -0.54
H -0.63 -0.57 1.42
H -0.17 -2.72 -0.22

Entry 6:
34
Properties=species:S:1:pos:R:3 method="wB97M-V/def2-TZVPD" multiplicity=1 homo_lumo_gap_ha=0.26476 charge=-1
Cl -5.07 -1.17 0.80
S 1.15 -0.21 -1.05
S 5.81 0.70 -3.47
F 3.66 -0.03 -4.84
F 4.28 2.00 -5.22
F 3.29 1.50 -3.37
O 2.08 -1.43 -0.69
O 1.82 1.03 -0.83
O 6.61 0.24 -4.58
O -3.55 1.23 3.25
O 0.67 -0.46 -2.37
O -4.17 3.28 2.45
O 5.46 -0.31 -2.49
O 6.18 1.99 -2.92
O -4.74 1.32 1.39
C -1.95 -0.44 2.75
C -4.15 2.07 2.39
C -0.16 -1.28 1.19
C -1.52 -1.58 1.80
C 4.18 1.06 -4.26
C -3.97 0.14 1.27
C -3.41 -0.09 2.67
C -0.28 -0.30 0.02
H -3.24 0.32 0.49
H -2.26 -1.76 1.03
H 2.60 -1.23 0.10
H -4.03 -0.78 3.22
H -0.48 0.69 0.40
H -1.73 -0.76 3.76
H -1.40 -2.49 2.36
H 0.47 -0.88 1.97
H -1.39 0.46 2.54
H 0.31 -2.19 0.83
H -1.10 -0.62 -0.60

Entry 7:
153
Properties=species:S:1:pos:R:3 method="wB97M-V/def2-TZVPD" multiplicity=1 homo_lumo_gap_ha=0.23608 charge=-1
Cl 1.16 1.47 -3.95
P 2.26 1.04 -2.11
P 2.64 3.25 -1.88
O -1.88 -1.47 -2.32
O 3.06 0.64 -0.59
O 1.87 -0.65 -2.42
O 4.17 1.51 0.93
O 3.65 0.85 -3.09
O 4.14 3.62 -1.97
N -3.73 -1.94 -7.02
N -0.66 4.33 -1.43
N -6.04 2.82 9.41
N -8.08 4.78 0.23
N 7.57 1.58 10.92
N -1.27 -4.39 -5.60
N -3.96 3.32 -2.97
N -8.40 0.57 -9.42
N -1.77 2.30 5.15
N 4.66 1.80 6.65
N -12.87 7.43 0.82
N -3.63 -1.78 3.93
N 7.11 -1.22 4.37
N 3.20 1.68 0.25
N 2.76 -2.72 -0.55
N 7.21 -2.86 -4.91
N 9.02 -0.42 0.22
N -5.75 -7.64 -7.70
N 0.26 -4.11 0.82
N 0.77 -4.35 5.65
C 7.32 -1.75 -5.26
C -2.33 -4.62 -6.01
C -1.38 -5.44 6.75
C -6.55 0.22 9.26
C -1.12 -3.34 2.95
C -5.84 0.18 -8.87
C -10.30 7.08 1.36
C 6.17 -0.70 3.92
C 9.67 -0.04 10.85
C -2.38 2.64 6.08
C -3.32 0.73 3.11
C -11.75 7.27 1.06
C -7.34 4.97 -0.65
C 0.61 1.17 -1.17
C -0.31 6.83 -2.24
C 7.24 1.57 7.24
C 3.39 -5.19 -1.30
C 0.35 0.14 0.01
C -7.28 0.40 -9.18
C -3.42 0.85 -3.78
C -6.26 1.69 9.35
C 7.45 -0.33 -5.69
C 5.25 -0.93 -2.16
C -0.34 -3.78 1.76
C 4.97 -0.01 3.36
C -6.39 5.20 -1.78
C 3.03 -3.81 -0.88
C -7.16 -6.91 -5.56
C 8.54 1.71 1.73
C -0.17 -4.83 6.13
C 8.81 0.51 0.88
C -0.50 5.43 -1.78
C -1.15 -1.65 -1.07
C -6.37 -7.32 -6.76
C -3.16 3.07 7.27
C -1.18 -0.37 -0.14
C -3.69 -4.91 -6.55
C -1.23 -1.14 -7.43
C -3.72 2.24 -3.33
C -2.64 -1.59 -7.20
C 4.91 0.61 -2.49
C 8.49 0.87 10.89
C 6.63 -1.06 -1.35
C 5.79 1.70 6.91
C -3.49 -0.68 3.57
C -1.17 -2.10 -3.41
H 8.21 -0.26 -6.47
H -5.67 0.29 -7.80
H -0.37 -1.37 -3.75
H 0.00 7.46 -1.41
H 2.55 -5.86 -1.14
H -0.91 -1.43 -8.43
H 5.25 1.31 -1.67
H -1.60 -2.57 -0.56
H -3.15 0.87 -4.84
H -5.55 -0.83 -9.17
H -2.08 -4.65 7.03
H 4.48 -1.42 -1.51
H 2.03 3.83 -3.05
H 4.25 -5.54 -0.73
H -1.85 -6.11 6.05
H 4.58 0.70 4.10
H -5.83 4.29 -1.99
H 7.58 0.57 6.98
H -3.63 4.04 7.08
H 7.39 1.74 8.31
H -7.58 -5.92 -5.72
H 7.53 -0.74 -1.94
H 8.29 2.56 1.09
H -2.59 0.44 -3.20
H 7.75 0.29 -4.85
H 9.40 -1.01 11.26
H 0.46 6.86 -3.01
H -7.97 -7.62 -5.39
H -4.25 -5.52 -5.84
H -2.55 0.77 2.34
H -4.22 -3.98 -6.71
H 2.27 -1.20 -1.72
H 4.20 -0.74 3.13
H 9.42 1.96 2.32
H -1.91 -2.32 -4.23
H 7.70 1.51 2.40
H 0.42 2.21 -0.73
H 0.98 -0.79 0.01
H -7.56 0.07 8.89
H -5.85 -0.25 8.57
H -3.03 1.36 3.95
H -5.23 0.90 -9.41
H 5.24 0.53 2.46
H -1.17 -0.05 -7.34
H -9.70 7.80 0.80
H -1.47 -0.73 0.90
H -5.70 6.00 -1.51
H -0.10 -1.96 -1.37
H -1.90 -4.08 3.17
H 5.42 -1.42 -3.16
H -1.59 -2.38 2.76
H 1.95 3.82 -0.78
H -4.30 0.22 -3.65
H -10.12 7.21 2.42
H 0.39 0.71 0.99
H 7.81 2.30 6.67
H 10.48 0.39 11.44
H -0.46 -3.25 3.81
H -0.65 -3.06 -3.12
H -6.95 5.49 -2.67
H -3.61 -5.45 -7.49
H -6.45 -0.23 10.24
H -0.24 1.03 -1.91
H 5.67 0.83 -3.33
H 6.48 -0.44 -0.41
H -3.94 2.34 7.49
H -1.24 7.22 -2.66
H -4.26 1.10 2.69
H 10.01 -0.16 9.82
H 6.50 0.03 -6.09
H 3.65 -5.19 -2.36
H -0.57 -1.60 -6.70
H 6.69 -2.15 -1.01
H -1.09 -5.99 7.65
H -2.51 3.16 8.14
H -6.52 -6.89 -4.68
H -9.99 6.07 1.07
H -1.85 0.46 -0.51

Entry 8:
20
Properties=species:S:1:pos:R:3 method="wB97M-V/def2-TZVPD" smiles="C=C(N)[C@@](C)(O)OOC" multiplicity=1 de_lowest_kcal_mol=111.5 homo_lumo_gap_ha=0.30772
O -1.20 -0.13 -1.29
O -0.40 -1.27 -0.55
O -0.14 -0.77 1.69
N 0.31 1.68 1.07
C 0.44 -0.68 0.39
C 1.77 -1.44 0.37
C -2.51 0.06 -0.82
C 0.64 0.82 0.06
C 1.17 1.22 -1.11
H 2.26 -1.29 -0.59
H -0.21 1.29 1.83
H -2.99 0.74 -1.53
H 1.44 2.25 -1.28
H -3.06 -0.88 -0.81
H 1.57 -2.50 0.49
H 2.40 -1.08 1.17
H 1.37 0.52 -1.90
H -0.50 -1.65 1.78
H -2.51 0.47 0.19
H 0.16 2.65 0.83

Calculated total energy (eV)
-35235.173 -55880.707 -8964.443 -177341.460 -25712.440 -69249.351 -122146.428 -12992.016
Max |F| (Eh/bohr)
0.0531 0.0610 0.1179 0.0466 0.0753 0.0477 0.0668 0.0572